Formula: C5H4F6N4O6S2
Source: the OMol25 dataset
Level of theory: wB97M-V/def2-TZVPD

Last column: Mulliken charge in e.
Cartesian coordinates (Å):
O (5.01177, -0.68238, 2.73943)  -0.22
N (5.01187, 0.25651, 2.09255)  0.40
O (4.21445, 0.11449, 0.83070)  -0.24
N (3.25898, -0.84711, 0.91123)  0.31
C (3.34048, -2.04204, 0.22862)  -0.24
C (2.19882, -2.71210, 0.50870)  -0.45
N (1.46612, -1.91378, 1.35191)  0.02
C (2.11563, -0.78794, 1.58028)  -0.09
H (4.16695, -2.29749, -0.40031)  0.44
H (1.93187, -3.67132, 0.11681)  0.40
H (0.54680, -2.10838, 1.72275)  0.25
H (1.78170, 0.03413, 2.18269)  0.39
C (-4.72266, 0.27625, -1.45301)  0.67
F (-5.80367, -0.36146, -1.00934)  -0.21
F (-4.26396, -0.37605, -2.52701)  -0.23
F (-5.08777, 1.49891, -1.84382)  -0.23
S (-3.45177, 0.35358, -0.12905)  1.00
O (-3.12405, -1.01773, 0.15674)  -0.66
O (-4.05941, 1.09635, 0.93427)  -0.63
N (-2.35127, 1.14089, -0.96825)  -0.35
S (-1.00173, 1.46525, -0.23667)  1.01
O (-0.18036, 0.31016, 0.05043)  -0.62
O (-1.05458, 2.45493, 0.79986)  -0.68
C (-0.15664, 2.29408, -1.64026)  0.64
F (-0.81905, 3.37936, -2.03052)  -0.23
F (-0.04538, 1.47815, -2.69382)  -0.23
F (1.07687, 2.66476, -1.27494)  -0.23

Cartesian forces (eV/Å) of the 3 atoms listed first:
O -0.332 0.152 0.138
N 0.983 -0.270 0.460
O -1.164 0.453 -0.309

Computed properties:
HOMO energy: -9.0 eV
LUMO level: -2.49 eV
electronic energy: -61464.072 eV
orbital gap: 0.238 Ha

=====

Formula: C72H166N8O15
Source: the OMol25 dataset
Level of theory: wB97M-V/def2-TZVPD

Last column: Mulliken charge in e.
Cartesian coordinates (Å):
C (0.10991, 2.29177, 5.31520)  -1.46
C (-0.23924, 1.31459, 6.42135)  2.50
C (-0.66179, 0.03846, 5.74883)  -2.29
C (0.42044, -0.65138, 4.93267)  1.22
C (1.45850, -1.09327, 5.94790)  -2.21
C (1.97529, 0.08048, 6.92580)  1.82
N (0.84392, 0.99700, 7.41573)  0.21
O (1.30246, 2.07553, 8.15254)  -0.43
C (2.58856, -0.75499, 8.11003)  -1.94
C (3.08631, 0.87063, 6.19731)  -1.53
C (-1.49374, 1.81524, 7.16359)  -2.07
H (0.87094, 1.97501, 4.60204)  -0.60
H (0.57052, 3.18153, 5.74447)  0.60
H (-0.80236, 2.69326, 4.87401)  0.17
H (-1.01062, -0.59751, 6.56243)  0.57
H (-1.57719, 0.19263, 5.17753)  0.49
H (0.93635, -0.03043, 4.20030)  -0.73
H (-0.06372, -1.45225, 4.37384)  0.56
H (2.31106, -1.35017, 5.31921)  0.50
H (1.24771, -1.98664, 6.53575)  0.42
H (3.37115, -1.37587, 7.67397)  0.40
H (2.98674, 0.03493, 8.74688)  0.44
H (2.02349, -1.56196, 8.57650)  0.41
H (4.00446, 0.31174, 6.01639)  0.52
H (2.66501, 1.15344, 5.23262)  0.05
H (3.54699, 1.64224, 6.81416)  0.55
H (-1.37397, 2.61863, 7.89045)  0.37
H (-1.91153, 0.95575, 7.68783)  0.51
H (-2.24383, 2.21708, 6.48244)  0.32
H (0.97146, 1.84440, 9.02352)  0.39
C (-2.07240, -9.69337, 1.68013)  -2.08
C (-2.50454, -9.51077, 0.22907)  1.89
C (-4.03226, -9.55110, 0.18465)  -1.16
C (-4.66401, -8.91344, -1.06773)  -1.17
C (-4.13183, -7.60427, -1.49265)  -0.12
C (-2.60637, -7.58596, -1.55978)  2.37
N (-2.05297, -8.21052, -0.31039)  0.17
O (-0.70106, -7.97337, -0.12660)  -0.41
C (-2.16831, -8.25531, -2.84729)  -1.91
C (-2.18429, -6.07079, -1.65378)  -1.89
C (-1.94689, -10.60689, -0.57348)  -1.96
H (-2.48533, -10.61341, 2.09379)  0.44
H (-2.44620, -8.77278, 2.12833)  0.51
H (-1.01579, -9.88363, 1.86845)  0.34
H (-4.46540, -10.54485, 0.29847)  0.37
H (-4.48550, -8.97049, 0.98813)  0.42
H (-5.73021, -8.93357, -0.84212)  0.46
H (-4.70409, -9.62736, -1.89042)  0.35
H (-4.44197, -6.84266, -0.77720)  0.42
H (-4.55196, -7.29323, -2.44912)  -0.32
H (-2.39341, -9.31726, -2.74871)  0.51
H (-2.67770, -7.93625, -3.75659)  0.20
H (-1.08870, -8.18642, -2.98071)  0.39
H (-1.37449, -5.95480, -2.37411)  0.30
H (-2.97738, -5.49470, -2.13047)  -0.26
H (-1.94575, -5.63274, -0.68460)  0.54
H (-1.76339, -11.52023, -0.00760)  0.48
H (-1.09662, -10.20369, -1.12353)  0.30
H (-2.60261, -10.92971, -1.38214)  0.36
H (-0.59760, -7.30433, 0.55406)  0.31
C (-0.60047, -2.10813, 1.05961)  -1.58
C (0.12639, -1.75881, -0.26391)  2.11
C (0.45245, -0.21553, -0.16894)  0.18
C (1.72419, 0.18345, 0.58961)  1.23
C (2.90102, -0.69637, 0.03733)  -2.32
C (2.57262, -2.18622, 0.12494)  3.56
N (1.28840, -2.54672, -0.49062)  1.01
O (1.08758, -3.95942, -0.64177)  -0.15
C (3.70373, -2.82341, -0.72005)  -2.90
C (2.71102, -2.68969, 1.60736)  -2.48
C (-0.73531, -2.00213, -1.53252)  -0.66
H (-0.43027, -3.15542, 1.30926)  0.31
H (-1.67245, -1.93414, 0.96627)  0.20
H (-0.29401, -1.42301, 1.85004)  -0.02
H (0.62377, 0.10919, -1.19524)  -0.68
H (-0.42217, 0.33450, 0.17835)  0.23
H (1.54633, -0.00663, 1.64808)  -0.65
H (2.05328, 1.22140, 0.63916)  -0.48
H (3.67444, -0.32199, 0.70798)  0.54
H (3.20428, -0.48811, -0.98871)  0.39
H (3.60624, -2.50219, -1.75706)  0.31
H (4.70631, -2.56161, -0.38180)  0.24
H (3.64098, -3.91012, -0.77688)  0.47
H (3.53445, -2.37016, 2.24608)  0.59
H (1.85767, -2.27097, 2.14082)  0.15
H (2.66795, -3.75948, 1.81174)  0.12
H (-1.72036, -1.53551, -1.52601)  -0.55
H (-1.00091, -3.05393, -1.63881)  -0.02
H (-0.24990, -1.66804, -2.44951)  0.43
H (1.47878, -4.11095, -1.50525)  0.22
C (3.68042, 2.78058, 2.64515)  -1.72
C (4.98364, 3.23649, 3.10979)  1.96
C (6.09378, 2.85898, 2.02239)  -1.85
C (7.32206, 3.74731, 2.17509)  -1.05
C (6.96967, 5.19070, 2.24414)  -1.39
C (6.00011, 5.59057, 3.38186)  1.61
N (4.84116, 4.69455, 3.24903)  0.47
O (3.89639, 5.03007, 4.14339)  -0.42
C (6.71049, 5.70113, 4.73364)  -1.87
C (5.50022, 7.02020, 3.15103)  -1.83
C (5.34422, 2.54711, 4.47282)  -2.04
H (2.85942, 2.85756, 3.35799)  0.01
H (3.69976, 1.70174, 2.49076)  0.52
H (3.40361, 3.17324, 1.66674)  0.58
H (6.33650, 1.82071, 2.24863)  0.41
H (5.60878, 2.94471, 1.05001)  0.40
H (7.91843, 3.46309, 1.30811)  0.51
H (8.04108, 3.46115, 2.94268)  0.37
H (6.35731, 5.40498, 1.36824)  0.38
H (7.77512, 5.91438, 2.36913)  0.55
H (6.07605, 6.13485, 5.50661)  0.43
H (7.26169, 4.81839, 5.05775)  0.32
H (7.52163, 6.41666, 4.59881)  0.50
H (4.93831, 7.41105, 3.99932)  0.37
H (6.24801, 7.76586, 2.88105)  0.44
H (4.94553, 6.92660, 2.21741)  0.35
H (6.40108, 2.71763, 4.67794)  0.43
H (5.37789, 1.45847, 4.42977)  0.48
H (4.74942, 2.91081, 5.31070)  0.30
H (4.29247, 4.56688, 4.88512)  0.44
C (-6.21967, -4.34851, -3.28218)  -1.07
C (-5.94724, -4.55081, -4.73108)  2.36
C (-6.87435, -3.61676, -5.50725)  -1.96
C (-6.43388, -2.11549, -5.63764)  0.12
C (-5.13016, -1.94474, -6.25146)  -1.09
C (-4.04117, -2.84541, -5.47595)  2.02
N (-4.54088, -4.29532, -5.18675)  -0.10
O (-3.53230, -5.01682, -4.53980)  -0.17
C (-2.85164, -2.96088, -6.36576)  -2.38
C (-3.47005, -2.13593, -4.23464)  -1.26
C (-6.37225, -6.00602, -5.10421)  -1.83
H (-5.63436, -4.99937, -2.63266)  -0.14
H (-7.25988, -4.43760, -2.96893)  0.50
H (-6.02310, -3.32597, -2.95990)  0.00
H (-6.96430, -3.93608, -6.54553)  0.37
H (-7.90696, -3.69769, -5.16773)  0.60
H (-6.54704, -1.58725, -4.69094)  -0.39
H (-7.21192, -1.65732, -6.24823)  0.49
H (-4.92769, -0.88120, -6.12514)  0.39
H (-5.27530, -2.30330, -7.27052)  0.31
H (-3.06460, -3.50250, -7.28738)  0.55
H (-2.58394, -2.01015, -6.82680)  0.48
H (-1.90255, -3.28662, -5.94004)  0.30
H (-4.29602, -1.74733, -3.63894)  -0.46
H (-2.89334, -2.84261, -3.63788)  0.25
H (-2.77292, -1.33529, -4.48182)  0.69
H (-5.93771, -6.18968, -6.08683)  0.53
H (-7.43156, -6.09107, -5.34654)  0.36
H (-6.02120, -6.82211, -4.47267)  0.17
H (-3.19691, -5.56143, -5.25570)  0.29
C (2.02889, 3.42859, -6.34861)  -1.85
C (2.46453, 4.39467, -5.24442)  1.83
C (1.51953, 5.60009, -5.30418)  -1.26
C (0.19768, 5.22938, -4.60763)  -0.98
C (0.42500, 4.75760, -3.13472)  -0.60
C (1.35126, 3.50894, -3.05347)  2.40
N (2.56388, 3.73180, -3.89814)  0.17
O (3.45733, 2.65562, -3.86501)  -0.39
C (1.80296, 3.28405, -1.57443)  -2.00
C (0.60616, 2.22080, -3.50029)  -0.79
C (3.80259, 4.99967, -5.56404)  -2.11
H (0.98364, 3.12077, -6.37695)  0.34
H (2.52064, 2.45766, -6.28880)  0.30
H (2.27155, 3.89321, -7.30429)  0.51
H (1.91656, 6.54238, -4.92663)  0.39
H (1.24009, 5.78522, -6.34136)  0.48
H (-0.40540, 4.57670, -5.23882)  0.32
H (-0.43475, 6.10994, -4.49468)  0.51
H (-0.58474, 4.42790, -2.89009)  -0.12
H (0.64458, 5.59390, -2.47102)  0.58
H (2.44602, 4.14724, -1.40271)  0.79
H (1.00042, 3.25932, -0.83726)  -0.12
H (2.36397, 2.35210, -1.50492)  -0.04
H (0.29956, 2.22545, -4.54627)  0.17
H (1.21382, 1.32312, -3.38618)  0.28
H (-0.25415, 1.96038, -2.88372)  -0.33
H (4.48407, 4.15689, -5.67984)  0.42
H (4.11163, 5.59038, -4.70169)  0.49
H (3.89588, 5.61033, -6.46208)  0.36
H (2.97093, 1.92599, -4.25570)  0.33
C (0.20250, 3.93586, 1.76158)  -0.50
C (-0.18295, 5.38844, 2.03423)  1.89
C (-1.50475, 5.22255, 2.81436)  0.13
C (-1.97685, 6.52123, 3.50111)  -1.25
C (-0.78311, 7.12948, 4.44007)  -1.24
C (0.54858, 7.35781, 3.64197)  1.76
N (0.82243, 6.07552, 2.86120)  1.11
O (2.06118, 6.15723, 2.23039)  -0.50
C (0.39974, 8.60087, 2.83750)  -1.73
C (1.65987, 7.47168, 4.67766)  -2.09
C (-0.35559, 6.11604, 0.66929)  -1.73
H (-0.44219, 3.34136, 1.11425)  -0.09
H (0.43621, 3.44135, 2.70443)  0.04
H (1.09661, 3.83360, 1.14658)  -0.07
H (-2.27986, 4.91414, 2.11281)  -0.39
H (-1.49730, 4.37348, 3.49782)  -0.13
H (-2.89032, 6.28912, 4.04867)  0.57
H (-2.33087, 7.19967, 2.72492)  0.37
H (-0.63276, 6.40857, 5.24367)  0.36
H (-1.09134, 8.08468, 4.86515)  0.53
H (-0.41006, 8.52167, 2.11221)  0.30
H (0.32759, 9.57425, 3.32271)  0.42
H (1.22753, 8.67065, 2.13181)  0.30
H (2.62936, 7.70812, 4.23917)  0.32
H (1.57349, 8.24014, 5.44585)  0.40
H (1.79349, 6.54389, 5.23395)  0.28
H (0.52999, 6.04110, 0.03823)  0.23
H (-0.73760, 7.12762, 0.80674)  0.40
H (-1.11230, 5.57872, 0.09765)  0.32
H (2.52028, 5.63240, 2.89021)  0.19
C (-3.34881, 2.83286, 0.49218)  -2.56
C (-3.81348, 1.75015, -0.51590)  1.44
C (-3.79452, 0.37829, 0.26003)  -0.80
C (-4.52047, -0.71067, -0.47295)  0.79
C (-5.96911, -0.29904, -0.89238)  -1.64
C (-6.07730, 1.10916, -1.66583)  1.58
N (-5.24977, 2.04795, -0.91951)  0.37
O (-5.35985, 3.33075, -1.43176)  -0.46
C (-5.66770, 1.04343, -3.21242)  -1.46
C (-7.54761, 1.55586, -1.64123)  -2.10
C (-2.88308, 1.74277, -1.78722)  -0.11
H (-4.10680, 2.84155, 1.27544)  0.63
H (-3.35841, 3.86435, 0.13999)  0.52
H (-2.45798, 2.56834, 1.06187)  0.36
H (-2.74861, 0.22302, 0.52472)  -0.12
H (-4.29401, 0.43854, 1.22697)  0.62
H (-4.81052, -1.51390, 0.20439)  0.54
H (-3.98180, -1.14155, -1.31692)  -0.77
H (-6.58613, -0.34070, 0.00520)  0.53
H (-6.27849, -1.08185, -1.58490)  0.25
H (-5.55302, 2.05041, -3.61358)  0.39
H (-4.69157, 0.64505, -3.48910)  0.07
H (-6.38330, 0.41337, -3.74067)  0.56
H (-8.16584, 0.73855, -2.01255)  0.41
H (-7.87206, 1.83839, -0.63974)  0.50
H (-7.74668, 2.44100, -2.24540)  0.42
H (-3.05423, 2.57076, -2.47514)  0.57
H (-2.84937, 0.80129, -2.33545)  -0.42
H (-1.90709, 1.93341, -1.34089)  -0.41
H (-6.06152, 3.76981, -0.94547)  0.35
O (6.82835, -4.53673, -1.79088)  -0.79
H (6.07772, -5.11752, -1.91530)  0.28
H (6.55443, -3.93556, -1.09822)  0.18
O (7.00463, -2.88139, 0.34741)  0.53
H (7.84842, -2.68404, -0.05916)  0.23
H (7.22997, -3.33074, 1.16199)  -0.27
O (1.95966, -1.51261, -3.91730)  -0.68
H (2.72840, -0.99892, -4.16511)  0.27
H (2.09435, -1.71472, -2.99143)  0.27
O (7.02114, 0.12413, -0.14765)  -0.79
H (6.77101, -0.74976, 0.15233)  0.21
H (7.92222, 0.02371, -0.45459)  0.25
O (3.58479, -5.53484, -3.63645)  -0.55
H (3.85984, -6.22248, -4.24287)  0.25
H (3.47362, -5.98413, -2.79860)  0.35
O (2.85488, -6.61646, -1.22967)  -0.38
H (2.60950, -7.53946, -1.29359)  0.20
H (2.17767, -6.22577, -0.67743)  0.17
O (1.08812, -4.31552, -3.53609)  -0.63
H (1.96441, -4.59175, -3.80447)  0.37
H (1.05125, -3.38515, -3.75811)  0.24

Cartesian forces (eV/Å) of the 3 atoms listed first:
C 0.813 1.604 0.675
C 0.201 0.832 0.182
C -0.496 -0.569 -0.146

Computed properties:
spin multiplicity: 2
total charge: -1
HOMO energy (spin up / spin down): 0.1 / -6.3 eV
LUMO level (spin up / spin down): 1.73 / 1.72 eV
electronic energy: -119976.354 eV
orbital gap (spin up / spin down): 0.059 / 0.293 Ha

=====

Formula: C5H9NO
Source: the OMol25 dataset
Level of theory: wB97M-V/def2-TZVPD

Last column: Mulliken charge in e.
Cartesian coordinates (Å):
C (-1.13742, -1.82068, -0.61865)  -0.53
O (-0.87487, -0.66907, -1.04820)  -0.45
C (0.21913, 0.36334, 0.17090)  1.11
C (1.50155, 0.46943, -0.60448)  -1.31
C (-0.59930, 1.61483, 0.29848)  -1.33
C (0.15637, -0.65276, 1.24131)  0.12
N (0.72245, -0.22556, 2.21508)  -0.56
H (-0.52469, -2.68483, -0.91498)  0.35
H (-0.39642, -1.66952, 0.91822)  0.15
H (-2.12356, -2.04138, -0.18786)  0.36
H (1.30079, 0.93563, -1.57343)  0.37
H (1.94907, -0.51302, -0.77317)  0.31
H (2.21773, 1.09595, -0.06220)  0.37
H (0.00007, 2.43443, 0.70981)  0.34
H (-1.47523, 1.45722, 0.93070)  0.33
H (-0.93568, 1.90599, -0.70154)  0.38

Cartesian forces (eV/Å) of the 3 atoms listed first:
C 0.025 0.110 -0.063
O -0.012 -0.214 0.111
C 0.086 0.235 -0.094

Computed properties:
HOMO energy (spin up / spin down): -8.3 / -8.3 eV
LUMO level (spin up / spin down): -0.20 / -0.21 eV
electronic energy: -8863.967 eV
orbital gap (spin up / spin down): 0.299 / 0.299 Ha

=====

Formula: C6H16N4O
Source: the OMol25 dataset
Level of theory: wB97M-V/def2-TZVPD

Last column: Mulliken charge in e.
Cartesian coordinates (Å):
C (2.09627, 0.59820, 1.61333)  -0.39
C (-0.89442, 0.67354, 2.20560)  -1.01
C (-1.70387, -0.86954, 0.65729)  -0.99
C (-0.10542, 0.85249, 0.89695)  0.16
C (-0.96132, 0.21470, -0.19803)  -0.21
C (0.89441, -0.59238, -1.55789)  0.07
N (1.04014, 0.00833, 1.15595)  -0.59
N (1.21613, -1.75665, -2.03476)  -0.32
N (-2.06945, -0.23171, 1.98707)  -0.02
N (0.83434, 0.60485, -3.05527)  -0.60
O (-0.35063, -0.35767, -1.28533)  -0.39
H (2.13804, 1.61256, 1.91525)  0.31
H (2.91073, 0.02215, 1.86864)  0.33
H (-0.27035, 0.26917, 3.06913)  0.39
H (-1.11082, 1.76129, 2.55451)  0.34
H (-2.56380, -1.28501, 0.14417)  0.41
H (-0.84048, -1.44701, 1.13859)  0.49
H (-0.02021, 1.88432, 0.61351)  0.83
H (-1.77251, 0.98609, -0.45996)  0.37
H (1.74238, -0.10175, -1.19540)  0.53
H (0.36856, -2.28919, -2.25553)  0.28
H (2.20317, -2.07777, -1.84376)  0.32
H (-2.30839, -1.05033, 2.55229)  0.36
H (-2.90643, 0.39949, 1.85808)  0.41
H (-0.07385, 0.34667, -3.45181)  0.31
H (1.49865, 0.24665, -3.78320)  0.35
H (1.00912, 1.57848, -3.10942)  0.27

Cartesian forces (eV/Å) of the 3 atoms listed first:
C -2.916 -0.896 -0.535
C 0.839 2.435 2.989
C 2.180 -0.069 0.585

Computed properties:
total charge: +2
HOMO energy: -17.6 eV
LUMO level: -6.18 eV
electronic energy: -14470.312 eV
orbital gap: 0.418 Ha

=====

> Which value of electronic energy does entry 4 give?

-14470.312 eV

=====

> Among the records above, which one has the lowest electronic energy?

C72H166N8O15

=====

> Which of these has the lowest electronic energy?

C72H166N8O15

=====

> Look up the electronic energy of the fourth one.

-14470.312 eV